[1]
The following is a quantum chemistry calculation of a cluster of 4 separate species, C36H76N4O4 in total, from the Open Molecules 2025 dataset.

Each atom is followed by the atoms it is bonded to, with distances in Å.
CARTESIAN COORDINATES (ANGSTROEM)
1 C -27.495 -8.213 -20.072  C2 1.556, H12 1.090, H13 1.090, H14 1.090
2 C -26.881 -8.910 -21.321  C1 1.556, C3 1.547, C4 1.563, N10 1.512
3 C -26.663 -10.428 -21.119  C2 1.547, H15 1.090, H16 1.090, H17 1.090
4 C -27.830 -8.656 -22.537  C2 1.563, C5 1.551, H18 1.090, H19 1.090
5 C -27.109 -8.642 -23.911  C4 1.551, C6 1.536, H20 1.090, H21 1.090
6 C -25.593 -8.399 -23.929  C5 1.536, C7 1.491, H22 1.090, H23 1.090
7 C -25.178 -7.576 -22.757  C6 1.491, C8 1.603, C9 1.524, N10 1.457
8 C -23.603 -7.294 -22.864  C7 1.603, H24 1.090, H25 1.090, H26 1.090
9 C -25.876 -6.222 -22.738  C7 1.524, H27 1.090, H28 1.090, H29 1.090
10 N -25.494 -8.365 -21.574  C2 1.512, C7 1.457, O11 1.390
11 O -24.683 -8.055 -20.488  N10 1.390, H30 0.960
12 H -27.103 -8.497 -19.096  C1 1.090
13 H -27.325 -7.138 -20.004  C1 1.090
14 H -28.585 -8.205 -20.100  C1 1.090
15 H -27.552 -11.045 -21.250  C3 1.090
16 H -26.018 -10.878 -21.874  C3 1.090
17 H -26.241 -10.664 -20.143  C3 1.090
18 H -28.654 -9.368 -22.493  C4 1.090
19 H -28.480 -7.822 -22.275  C4 1.090
20 H -27.474 -9.565 -24.361  C5 1.090
21 H -27.657 -7.870 -24.452  C5 1.090
22 H -25.255 -7.837 -24.800  C6 1.090
23 H -25.068 -9.351 -23.852  C6 1.090
24 H -22.877 -8.061 -22.596  C8 1.090
25 H -23.235 -6.461 -22.264  C8 1.090
26 H -23.438 -7.029 -23.908  C8 1.090
27 H -25.760 -5.832 -23.749  C9 1.090
28 H -25.417 -5.607 -21.964  C9 1.090
29 H -26.889 -6.039 -22.379  C9 1.090
30 H -24.914 -7.133 -20.358  O11 0.960
31 C -22.052 -12.552 -27.477  C32 1.529, H42 1.090, H43 1.090, H44 1.090
32 C -21.078 -13.046 -26.408  C31 1.529, C33 1.558, C34 1.532, N40 1.410
33 C -19.805 -12.194 -26.691  C32 1.558, H45 1.090, H46 1.090, H47 1.090
34 C -21.459 -12.487 -25.034  C32 1.532, C35 1.558, H48 1.090, H49 1.090
35 C -22.674 -13.158 -24.328  C34 1.558, C36 1.539, H50 1.090, H51 1.090
36 C -22.283 -14.646 -24.294  C35 1.539, C37 1.541, H52 1.090, H53 1.090
37 C -21.939 -15.292 -25.650  C36 1.541, C38 1.648, C39 1.549, N40 1.434
38 C -21.078 -16.632 -25.226  C37 1.648, H54 1.090, H55 1.090, H56 1.090
39 C -23.106 -15.825 -26.517  C37 1.549, H57 1.090, H58 1.090, H59 1.090
40 N -21.010 -14.453 -26.349  C32 1.410, C37 1.434, O41 1.461
41 O -20.472 -15.036 -27.577  N40 1.461, H60 0.960
42 H -21.966 -13.192 -28.355  C31 1.090
43 H -23.043 -12.556 -27.023  C31 1.090
44 H -21.736 -11.608 -27.919  C31 1.090
45 H -20.077 -11.153 -26.513  C33 1.090
46 H -18.946 -12.274 -26.025  C33 1.090
47 H -19.494 -12.305 -27.730  C33 1.090
48 H -20.562 -12.511 -24.415  C34 1.090
49 H -21.627 -11.412 -24.961  C34 1.090
50 H -22.656 -12.799 -23.299  C35 1.090
51 H -23.694 -13.093 -24.707  C35 1.090
52 H -23.097 -15.205 -23.834  C36 1.090
53 H -21.456 -14.747 -23.591  C36 1.090
54 H -20.828 -17.249 -26.089  C38 1.090
55 H -21.533 -17.356 -24.550  C38 1.090
56 H -20.230 -16.434 -24.571  C38 1.090
57 H -23.072 -16.867 -26.835  C39 1.090
58 H -23.455 -15.184 -27.326  C39 1.090
59 H -24.060 -15.797 -25.990  C39 1.090
60 H -19.549 -15.231 -27.400  O41 0.960
61 C -14.994 -14.922 -24.270  C62 1.514, H72 1.090, H73 1.090, H74 1.090
62 C -14.233 -16.228 -24.168  C61 1.514, C63 1.558, C64 1.524, N70 1.463
63 C -12.762 -15.888 -23.787  C62 1.558, H75 1.090, H76 1.090, H77 1.090
64 C -15.040 -16.971 -23.111  C62 1.524, C65 1.615, H78 1.090, H79 1.090
65 C -14.960 -18.583 -23.184  C64 1.615, C66 1.546, H80 1.090, H81 1.090
66 C -15.091 -19.070 -24.646  C65 1.546, C67 1.498, H82 1.090, H83 1.090
67 C -14.207 -18.374 -25.636  C66 1.498, C68 1.616, C69 1.617, N70 1.503
68 C -12.679 -18.837 -25.387  C67 1.616, H84 1.090, H85 1.090, H86 1.090
69 C -14.714 -18.888 -27.082  C67 1.617, H87 1.090, H88 1.090, H89 1.090
70 N -14.368 -16.889 -25.467  C62 1.463, C67 1.503, O71 1.297
71 O -14.011 -16.190 -26.500  N70 1.297, H90 0.960
72 H -15.985 -15.005 -24.715  C61 1.090
73 H -15.305 -14.517 -23.307  C61 1.090
74 H -14.427 -14.111 -24.726  C61 1.090
75 H -12.434 -15.338 -22.904  C63 1.090
76 H -12.155 -16.793 -23.819  C63 1.090
77 H -12.337 -15.328 -24.620  C63 1.090
78 H -14.774 -16.687 -22.093  C64 1.090
79 H -16.113 -16.822 -23.231  C64 1.090
80 H -13.955 -18.897 -22.904  C65 1.090
81 H -15.682 -19.067 -22.526  C65 1.090
82 H -16.110 -19.219 -25.005  C66 1.090
83 H -14.680 -20.079 -24.628  C66 1.090
84 H -12.170 -19.360 -26.196  C68 1.090
85 H -12.544 -19.243 -24.384  C68 1.090
86 H -12.014 -18.005 -25.620  C68 1.090
87 H -15.796 -18.837 -27.210  C69 1.090
88 H -14.638 -19.948 -27.327  C69 1.090
89 H -14.284 -18.307 -27.897  C69 1.090
90 H -13.521 -16.845 -27.003  O71 0.960
91 C -25.495 -11.717 -35.642  C92 1.563, H102 1.090, H103 1.090, H104 1.090
92 C -24.774 -11.715 -34.255  C91 1.563, C93 1.548, C94 1.633, N100 1.471
93 C -23.297 -12.128 -34.468  C92 1.548, H105 1.090, H106 1.090, H107 1.090
94 C -24.757 -10.283 -33.468  C92 1.633, C95 1.517, H108 1.090, H109 1.090
95 C -25.913 -9.956 -32.541  C94 1.517, C96 1.520, H110 1.090, H111 1.090
96 C -26.222 -11.092 -31.581  C95 1.520, C97 1.551, H112 1.090, H113 1.090
97 C -26.567 -12.398 -32.344  C96 1.551, C98 1.539, C99 1.570, N100 1.481
98 C -26.645 -13.618 -31.409  C97 1.539, H114 1.090, H115 1.090, H116 1.090
99 C -27.934 -12.172 -33.081  C97 1.570, H117 1.090, H118 1.090, H119 1.090
100 N -25.487 -12.613 -33.333  C92 1.471, C97 1.481, O101 1.394
101 O -24.968 -13.900 -33.468  N100 1.394, H120 0.960
102 H -26.375 -11.075 -35.620  C91 1.090
103 H -24.858 -11.278 -36.409  C91 1.090
104 H -25.957 -12.676 -35.877  C91 1.090
105 H -22.811 -12.115 -33.493  C93 1.090
106 H -23.193 -13.124 -34.897  C93 1.090
107 H -22.799 -11.418 -35.129  C93 1.090
108 H -23.821 -10.185 -32.919  C94 1.090
109 H -24.878 -9.502 -34.218  C94 1.090
110 H -25.806 -9.083 -31.897  C95 1.090
111 H -26.801 -9.787 -33.150  C95 1.090
112 H -27.109 -10.806 -31.016  C96 1.090
113 H -25.465 -11.203 -30.804  C96 1.090
114 H -27.003 -14.482 -31.969  C98 1.090
115 H -27.537 -13.581 -30.784  C98 1.090
116 H -25.814 -13.939 -30.781  C98 1.090
117 H -28.656 -11.829 -32.340  C99 1.090
118 H -28.293 -13.051 -33.616  C99 1.090
119 H -27.913 -11.396 -33.847  C99 1.090
120 H -24.301 -13.959 -32.780  O101 0.960

## Properties
- Max |F|: 7.08 eV/Å
- HOMO: -7.34 eV
- E: -52703.7879 eV
- SMILES string: CC1(C)CCCC(C)(C)N1O.CC1(C)CCCC(C)(C)N1O.CC1(C)CCCC(C)(C)N1O.CC1(C)CCCC(C)(C)N1O
- Relative energy (zero: lowest compared OMol25 entry of this formula, charge and spin): 6.651 eV



[2]
The following is a quantum chemistry calculation of a cluster of 4 separate species, C36H76N4O4 in total, from the Open Molecules 2025 dataset.

Each atom is followed by the atoms it is bonded to, with distances in Å.
CARTESIAN COORDINATES (ANGSTROEM)
1 C -2.432 3.692 -2.305  C2 1.508, H12 1.090, H13 1.090, H14 1.090
2 C -1.593 4.786 -1.692  C1 1.508, C3 1.612, N7 1.479, C11 1.545
3 C -1.977 6.193 -2.378  C2 1.612, C4 1.531, H15 1.090, H16 1.090
4 C -3.131 6.880 -1.642  C3 1.531, C5 1.593, H17 1.090, H18 1.090
5 C -2.995 6.943 -0.056  C4 1.593, C6 1.547, H19 1.090, H20 1.090
6 C -2.489 5.642 0.611  C5 1.547, N7 1.478, C9 1.533, C10 1.601
7 N -1.616 4.780 -0.213  C2 1.479, C6 1.478, O8 1.411
8 O -1.241 3.560 0.388  N7 1.411, H30 0.960
9 C -1.925 6.029 1.983  C6 1.533, H21 1.090, H22 1.090, H23 1.090
10 C -3.874 4.861 0.802  C6 1.601, H24 1.090, H25 1.090, H26 1.090
11 C -0.152 4.532 -2.189  C2 1.545, H27 1.090, H28 1.090, H29 1.090
12 H -3.478 3.750 -2.005  C1 1.090
13 H -2.236 2.678 -1.958  C1 1.090
14 H -2.228 3.658 -3.375  C1 1.090
15 H -1.136 6.886 -2.363  C3 1.090
16 H -2.277 6.079 -3.419  C3 1.090
17 H -4.088 6.486 -1.985  C4 1.090
18 H -3.266 7.942 -1.844  C4 1.090
19 H -3.840 7.395 0.463  C5 1.090
20 H -2.413 7.772 0.345  C5 1.090
21 H -1.765 5.103 2.537  C9 1.090
22 H -0.956 6.525 2.034  C9 1.090
23 H -2.616 6.620 2.584  C9 1.090
24 H -4.363 4.751 -0.166  C10 1.090
25 H -3.589 3.880 1.181  C10 1.090
26 H -4.612 5.216 1.520  C10 1.090
27 H 0.403 4.898 -1.325  C11 1.090
28 H 0.247 4.966 -3.106  C11 1.090
29 H 0.071 3.470 -2.286  C11 1.090
30 H -1.681 2.870 -0.114  O8 0.960
31 C -0.368 0.319 -0.250  C32 1.561, H42 1.090, H43 1.090, H44 1.090
32 C 0.054 -1.183 -0.306  C31 1.561, C33 1.504, N37 1.533, C41 1.553
33 C 1.195 -1.348 -1.271  C32 1.504, C34 1.492, H45 1.090, H46 1.090
34 C 1.941 -2.635 -1.171  C33 1.492, C35 1.565, H47 1.090, H48 1.090
35 C 2.341 -2.994 0.299  C34 1.565, C36 1.611, H49 1.090, H50 1.090
36 C 1.144 -2.912 1.374  C35 1.611, N37 1.506, C39 1.573, C40 1.592
37 N 0.430 -1.612 1.117  C32 1.533, C36 1.506, O38 1.369
38 O -0.565 -1.490 2.049  N37 1.369, H60 0.960
39 C 0.330 -4.256 1.299  C36 1.573, H51 1.090, H52 1.090, H53 1.090
40 C 1.902 -2.789 2.769  C36 1.592, H54 1.090, H55 1.090, H56 1.090
41 C -1.187 -1.903 -0.898  C32 1.553, H57 1.090, H58 1.090, H59 1.090
42 H -1.367 0.426 0.172  C31 1.090
43 H -0.554 0.719 -1.247  C31 1.090
44 H 0.249 0.900 0.435  C31 1.090
45 H 0.932 -1.194 -2.318  C33 1.090
46 H 1.891 -0.518 -1.151  C33 1.090
47 H 2.806 -2.634 -1.834  C34 1.090
48 H 1.207 -3.385 -1.467  C34 1.090
49 H 3.151 -2.277 0.430  C35 1.090
50 H 2.821 -3.972 0.345  C35 1.090
51 H 0.045 -4.459 0.266  C39 1.090
52 H 0.822 -5.127 1.731  C39 1.090
53 H -0.622 -4.286 1.829  C39 1.090
54 H 1.383 -2.296 3.590  C40 1.090
55 H 2.198 -3.785 3.100  C40 1.090
56 H 2.785 -2.204 2.509  C40 1.090
57 H -2.017 -1.714 -0.217  C41 1.090
58 H -0.995 -2.965 -1.051  C41 1.090
59 H -1.561 -1.411 -1.796  C41 1.090
60 H -0.304 -0.757 2.612  O38 0.960
61 C 2.064 3.265 4.047  C62 1.544, H72 1.090, H73 1.090, H74 1.090
62 C 2.801 2.771 2.784  C61 1.544, C63 1.528, N67 1.453, C71 1.625
63 C 2.036 3.373 1.606  C62 1.528, C64 1.496, H75 1.090, H76 1.090
64 C 2.690 3.330 0.262  C63 1.496, C65 1.558, H77 1.090, H78 1.090
65 C 4.141 3.897 0.303  C64 1.558, C66 1.541, H79 1.090, H80 1.090
66 C 4.922 3.203 1.436  C65 1.541, N67 1.463, C69 1.636, C70 1.522
67 N 4.201 3.153 2.708  C62 1.453, C66 1.463, O68 1.381
68 O 4.842 2.429 3.694  N67 1.381, H90 0.960
69 C 5.564 1.788 0.925  C66 1.636, H81 1.090, H82 1.090, H83 1.090
70 C 6.141 4.061 1.744  C66 1.522, H84 1.090, H85 1.090, H86 1.090
71 C 2.555 1.165 2.724  C62 1.625, H87 1.090, H88 1.090, H89 1.090
72 H 2.501 3.019 5.014  C61 1.090
73 H 1.073 2.809 4.054  C61 1.090
74 H 1.994 4.352 3.998  C61 1.090
75 H 1.041 2.930 1.557  C63 1.090
76 H 1.837 4.426 1.805  C63 1.090
77 H 2.120 3.782 -0.549  C64 1.090
78 H 2.748 2.250 0.127  C64 1.090
79 H 4.170 4.981 0.201  C65 1.090
80 H 4.476 3.510 -0.660  C65 1.090
81 H 4.810 1.115 0.517  C69 1.090
82 H 6.271 1.996 0.122  C69 1.090
83 H 5.926 1.166 1.744  C69 1.090
84 H 6.872 3.976 0.940  C70 1.090
85 H 5.881 5.116 1.832  C70 1.090
86 H 6.748 3.769 2.601  C70 1.090
87 H 2.872 0.918 1.711  C71 1.090
88 H 1.538 0.786 2.823  C71 1.090
89 H 3.030 0.468 3.414  C71 1.090
90 H 5.435 3.009 4.177  O68 0.960
91 C -4.257 -6.567 -1.296  C92 1.551, H102 1.090, H103 1.090, H104 1.090
92 C -3.076 -5.776 -0.675  C91 1.551, C93 1.577, N97 1.511, C101 1.599
93 C -2.248 -6.787 0.208  C92 1.577, C94 1.540, H105 1.090, H106 1.090
94 C -1.215 -7.572 -0.621  C93 1.540, C95 1.597, H107 1.090, H108 1.090
95 C -0.470 -6.700 -1.732  C94 1.597, C96 1.576, H109 1.090, H110 1.090
96 C -1.418 -5.959 -2.750  C95 1.576, N97 1.533, C99 1.544, C100 1.567
97 N -2.291 -5.136 -1.795  C92 1.511, C96 1.533, O98 1.374
98 O -3.045 -4.197 -2.456  N97 1.374, H120 0.960
99 C -0.458 -5.098 -3.600  C96 1.544, H111 1.090, H112 1.090, H113 1.090
100 C -2.158 -6.921 -3.740  C96 1.567, H114 1.090, H115 1.090, H116 1.090
101 C -3.721 -4.764 0.383  C92 1.599, H117 1.090, H118 1.090, H119 1.090
102 H -4.541 -6.006 -2.187  C91 1.090
103 H -4.950 -6.690 -0.465  C91 1.090
104 H -3.851 -7.558 -1.501  C91 1.090
105 H -1.909 -6.327 1.136  C93 1.090
106 H -2.947 -7.522 0.607  C93 1.090
107 H -1.685 -8.379 -1.184  C94 1.090
108 H -0.504 -7.958 0.109  C94 1.090
109 H 0.084 -7.303 -2.452  C95 1.090
110 H 0.177 -6.028 -1.169  C95 1.090
111 H -0.112 -4.217 -3.059  C99 1.090
112 H 0.547 -5.459 -3.815  C99 1.090
113 H -0.813 -4.682 -4.543  C99 1.090
114 H -3.241 -6.803 -3.777  C100 1.090
115 H -1.728 -6.799 -4.734  C100 1.090
116 H -1.854 -7.901 -3.371  C100 1.090
117 H -4.633 -4.326 -0.024  C101 1.090
118 H -3.071 -3.890 0.417  C101 1.090
119 H -3.806 -5.186 1.384  C101 1.090
120 H -2.943 -3.402 -1.928  O98 0.960

## Properties
- Max |F|: 3.33 eV/Å
- HOMO (spin up / spin down): -9.36 / -9.36 eV
- E: -52698.3714 eV
- Net charge: +1
- <S²>: 0.755
- Relative energy (zero: lowest compared OMol25 entry of this formula, charge and spin): 0.789 eV
- Multiplicity: 2